{
  "formula": "C31H25B3FO9PS",
  "method": "the ωB97M-V functional and the def2-TZVPD basis",
  "symbols": ["C", "P", "C", "B", "O", "B", "F", "O", "B", "S", "C", "O", "O", "O", "H", "H", "H", "H", "H", "H", "H", "H", "H", "C", "C", "C", "C", "C", "C", "C", "O", "C", "C", "C", "C", "C", "C", "C", "O", "H", "H", "H", "H", "H", "H", "H", "H", "C", "C", "C", "C", "C", "C", "C", "O", "C", "C", "C", "C", "C", "C", "C", "O", "H", "H", "H", "H", "H", "H", "H", "H"],
  "coordinates": [[4.1462, -1.7372, 1.7090], [4.8174, -0.0589, 1.3633], [5.8970, -0.1692, -0.1210], [3.3425, 1.1084, 0.9699], [3.3350, 2.3982, 1.4901], [2.1983, 2.5468, 2.2698], [2.2607, 2.8013, 3.5540], [0.9801, 2.2811, 1.6444], [1.0843, 1.0408, 1.0775], [-0.2387, -0.2160, 1.5481], [-0.2249, -1.5267, 0.3579], [0.1406, -0.7220, 2.8517], [-1.5083, 0.4648, 1.4850], [2.1602, 0.7280, 0.2852], [3.1553, -1.6951, 2.1565], [4.1206, -2.3842, 0.8330], [4.8056, -2.1873, 2.4452], [5.3721, -0.3094, -1.0630], [6.4695, 0.7516, -0.1843], [6.5909, -0.9887, 0.0414], [-0.9841, -1.2982, -0.3817], [-0.4364, -2.4487, 0.8897], [0.7339, -1.6051, -0.1478], [-5.0742, 8.7064, 1.9493], [-3.8289, 9.2648, 2.2183], [-2.7905, 8.4651, 2.6630], [-2.9946, 7.1039, 2.8506], [-4.2495, 6.5471, 2.5991], [-5.2843, 7.3516, 2.1394], [-4.5066, 5.0954, 2.8312], [-5.5971, 4.6148, 2.6041], [-3.3886, 4.2630, 3.3541], [-3.6147, 2.9195, 3.6252], [-2.5843, 2.1261, 4.0991], [-1.3218, 2.6723, 4.2987], [-1.0892, 4.0100, 4.0334], [-2.1217, 4.8134, 3.5677], [-1.8585, 6.2558, 3.3142], [-0.7550, 6.7334, 3.4808], [-5.8824, 9.3321, 1.5943], [-3.6698, 10.3259, 2.0787], [-1.8178, 8.8892, 2.8698], [-6.2500, 6.9098, 1.9371], [-4.5988, 2.5032, 3.4629], [-2.7599, 1.0804, 4.3093], [-0.5149, 2.0478, 4.6599], [-0.1085, 4.4386, 4.1867], [-2.7405, -4.5803, -5.0285], [-2.3936, -5.3289, -6.1481], [-1.1442, -5.9193, -6.2305], [-0.2311, -5.7557, -5.1972], [-0.5721, -4.9877, -4.0815], [-1.8324, -4.4094, -3.9980], [0.4039, -4.7628, -2.9795], [0.1072, -4.0997, -2.0066], [1.7590, -5.3686, -3.1080], [2.7036, -5.1317, -2.1173], [3.9634, -5.6964, -2.2137], [4.2839, -6.5073, -3.2973], [3.3483, -6.7437, -4.2896], [2.0864, -6.1702, -4.2033], [1.1028, -6.4136, -5.2973], [1.3814, -7.1217, -6.2406], [-3.7204, -4.1268, -4.9632], [-3.1015, -5.4526, -6.9566], [-0.8687, -6.5072, -7.0948], [-2.0932, -3.8256, -3.1264], [2.4455, -4.5040, -1.2757], [4.6989, -5.5079, -1.4429], [5.2672, -6.9530, -3.3675], [3.5901, -7.3699, -5.1369]],
  "forces_ev_per_angstrom": [[-0.04, -0.08, -0.56], [0.73, 0.42, 1.11], [-0.43, 0.06, -0.21], [0.15, 0.32, -1.50], [0.03, -0.75, 0.97], [-0.01, 0.69, -0.83], [-0.04, 0.36, -0.02], [0.08, -0.72, 1.18], [-0.36, 0.58, -1.17], [-0.65, 0.43, 0.32], [0.09, -0.02, -0.19], [0.64, -0.24, -0.09], [-0.25, -0.02, -0.39], [0.12, -0.81, 1.27], [-0.12, 0.10, -0.02], [-0.15, -0.04, -0.07], [0.08, -0.06, 0.05], [-0.02, -0.16, -0.07], [0.09, 0.07, 0.02], [0.08, -0.08, 0.00], [-0.15, -0.06, -0.01], [-0.11, -0.07, 0.02], [0.19, 0.04, 0.16], [0.04, 0.01, 0.01], [-0.03, -0.03, -0.01], [-0.02, 0.12, -0.03], [-0.05, -0.08, 0.01], [0.09, -0.02, 0.03], [-0.06, 0.11, -0.03], [-0.11, -0.07, -0.03], [0.00, 0.01, 0.00], [0.05, 0.08, 0.00], [0.03, -0.12, 0.04], [0.02, 0.07, 0.02], [0.01, -0.06, 0.01], [0.04, -0.10, 0.04], [-0.10, 0.03, -0.04], [0.13, 0.03, 0.02], [-0.01, 0.00, -0.01], [0.00, 0.01, 0.00], [0.00, 0.01, -0.01], [0.04, -0.08, 0.01], [0.02, -0.08, 0.03], [-0.03, 0.07, -0.05], [0.02, -0.02, -0.04], [0.00, -0.02, -0.02], [-0.02, 0.08, 0.00], [0.01, -0.02, -0.03], [0.00, 0.02, 0.04], [-0.11, 0.00, -0.07], [0.04, 0.04, 0.09], [0.07, -0.05, -0.04], [-0.10, 0.03, -0.03], [-0.04, 0.06, 0.10], [0.01, 0.06, 0.04], [-0.03, -0.03, -0.08], [0.11, 0.00, 0.06], [0.00, -0.02, -0.03], [-0.02, 0.02, 0.02], [0.12, -0.03, 0.03], [-0.07, 0.06, 0.04], [0.02, -0.08, -0.10], [0.01, 0.01, 0.00], [-0.01, 0.00, 0.00], [-0.01, -0.01, 0.00], [0.08, -0.03, 0.03], [0.07, 0.00, 0.04], [-0.09, 0.00, -0.01], [0.01, -0.01, 0.01], [0.01, 0.00, 0.00], [-0.07, 0.01, -0.05]],
  "charge": 0,
  "e_tot_ev": -75859.216,
  "homo_ev": -8.545,
  "homo_lumo_gap_ha": 0.2678,
  "fmax_ha_per_bohr": 0.030
}

***

{
  "formula": "C4H4IN2",
  "method": "the ωB97M-V functional and the def2-TZVPD basis",
  "symbols": ["I", "C", "C", "C", "N", "C", "N", "H", "H", "H", "H"],
  "coordinates": [[0.3249, 1.5227, -2.6072], [0.3328, 1.3423, -0.3723], [1.5992, 0.2565, -0.0784], [1.4231, -0.8987, 0.2472], [0.2969, -1.5394, 0.4685], [-0.7403, -0.7467, 0.4414], [-0.6770, 0.5276, 0.0978], [0.3657, 2.2680, 0.2883], [0.2501, -2.5052, 0.7207], [-1.6982, -1.2575, 0.8573], [-1.4772, 1.0303, -0.0633]],
  "forces_ev_per_angstrom": [[-0.26, 0.36, 1.36], [6.06, -0.51, -0.40], [-2.11, 1.97, -0.08], [2.68, 2.43, -1.14], [-0.83, -1.51, 0.62], [-2.97, -0.98, 0.95], [-0.52, -2.66, 0.97], [0.29, -0.82, -1.56], [-0.41, -0.52, 0.30], [1.37, 1.51, -1.25], [-3.31, 0.73, 0.23]],
  "charge": 1,
  "smiles": "I[C@@H]1C#C[NH+]=CN1",
  "e_above_lowest_ev": 3.0588,
  "e_tot_ev": -15281.089,
  "homo_ev": -13.629,
  "homo_lumo_gap_ha": 0.2974,
  "fmax_ha_per_bohr": 0.118
}

***

{
  "formula": "CH9N2O",
  "method": "the ωB97M-V functional and the def2-TZVPD basis",
  "symbols": ["O", "H", "H", "H", "N", "C", "N", "H", "H", "H", "H", "H", "H"],
  "coordinates": [[1.1999, -1.3627, -1.6251], [2.1608, -1.4894, -1.7758], [0.0967, -0.8006, -0.2312], [0.8581, -1.2364, -2.5090], [-0.5838, -0.7736, 0.5500], [-0.5062, 0.6886, 1.0442], [-0.1498, 1.5289, -0.0523], [-0.3087, -1.3508, 1.3466], [-1.4755, -0.9507, 0.1112], [0.1910, 0.7021, 1.8879], [-1.4828, 0.9069, 1.4692], [-0.7984, 2.3069, -0.0432], [0.7988, 1.8309, -0.1726]],
  "forces_ev_per_angstrom": [[0.93, -0.05, 0.14], [-0.75, 0.06, 0.34], [0.39, -0.65, 0.12], [-0.28, 0.07, -0.40], [1.05, 1.59, 0.14], [0.53, 0.02, 0.12], [-1.70, 0.00, 0.44], [-0.45, -0.62, -0.58], [-0.50, -0.47, 0.36], [0.12, -0.26, -0.23], [-0.04, 0.23, -0.27], [0.40, 0.14, -0.54], [0.31, -0.05, 0.37]],
  "charge": 1,
  "e_above_lowest_ev": 0.2448,
  "e_tot_ev": -6204.373,
  "homo_ev": -14.755,
  "homo_lumo_gap_ha": 0.4209,
  "fmax_ha_per_bohr": 0.037
}

***

{
  "formula": "C23H23N4PdSTe",
  "method": "the ωB97M-V functional and the def2-TZVPD basis",
  "symbols": ["Pd", "C", "C", "C", "C", "C", "C", "C", "N", "N", "C", "C", "C", "C", "C", "C", "N", "C", "C", "C", "C", "C", "C", "N", "H", "H", "H", "H", "H", "H", "H", "H", "H", "H", "H", "H", "H", "H", "H", "H", "H", "H", "H", "H", "Te", "C", "C", "C", "C", "S", "H", "H", "H"],
  "coordinates": [[0.1079, -0.1014, -0.0167], [-2.7157, -1.1232, -0.2538], [-3.1129, 0.0705, 0.6081], [-2.6101, 1.4310, 0.1820], [-3.5010, 2.4876, 0.0652], [-3.0459, 3.7537, -0.2543], [-1.6868, 3.9437, -0.4537], [-0.8513, 2.8560, -0.3390], [-1.2916, 1.6172, -0.0304], [-1.3562, -1.6844, 0.0213], [-0.9411, -2.5357, -1.1220], [-0.5580, -1.6445, -2.2829], [-0.5767, -2.0836, -3.5896], [-0.1991, -1.2141, -4.6048], [0.1579, 0.0887, -4.2885], [0.1632, 0.4723, -2.9645], [-0.1763, -0.3758, -1.9821], [-1.2559, -2.3117, 1.3589], [-0.6459, -1.3772, 2.3812], [-0.6534, -1.6910, 3.7270], [-0.1195, -0.7984, 4.6418], [0.3984, 0.4099, 4.1930], [0.3954, 0.6687, 2.8423], [-0.1088, -0.2091, 1.9523], [-2.7563, -0.8524, -1.3081], [-3.4324, -1.9366, -0.1028], [-2.8415, -0.1029, 1.6535], [-4.2015, 0.1104, 0.5956], [-4.5555, 2.3101, 0.2309], [-3.7399, 4.5796, -0.3428], [-1.2813, 4.9176, -0.6922], [0.2136, 2.9638, -0.4890], [-1.7388, -3.2247, -1.4140], [-0.0857, -3.1442, -0.8245], [-0.8954, -3.0934, -3.8146], [-0.1966, -1.5473, -5.6350], [0.4237, 0.8037, -5.0548], [0.4205, 1.4783, -2.6621], [-0.6546, -3.2196, 1.2923], [-2.2470, -2.6215, 1.6999], [-1.0908, -2.6248, 4.0578], [-0.1194, -1.0364, 5.6980], [0.7988, 1.1424, 4.8802], [0.7766, 1.5954, 2.4368], [2.7151, -0.8859, -0.0912], [4.5535, -0.1992, 0.1326], [5.1564, 0.9744, -0.4460], [6.5006, 1.0189, -0.2462], [6.9617, -0.1076, 0.5020], [5.7628, -1.1923, 0.9125], [4.5889, 1.7314, -0.9696], [7.1586, 1.8055, -0.5887], [7.9892, -0.2917, 0.7984]],
  "forces_ev_per_angstrom": [[-1.28, 0.30, -0.35], [0.06, -0.04, 0.09], [0.00, 0.02, 0.01], [0.30, -0.07, 0.03], [-0.14, -0.03, 0.01], [0.01, 0.03, -0.01], [-0.01, 0.11, -0.03], [-0.19, -0.31, 0.05], [-0.08, 0.67, -0.07], [0.21, 0.00, -0.15], [-0.03, 0.09, 0.08], [-0.04, 0.15, 0.02], [-0.09, 0.01, -0.10], [0.01, 0.01, -0.04], [-0.05, 0.02, -0.08], [-0.18, -0.03, 0.13], [0.69, -0.47, -0.51], [0.02, 0.04, -0.04], [-0.08, 0.20, 0.00], [-0.11, -0.01, 0.08], [0.01, 0.01, 0.05], [-0.01, 0.03, 0.10], [-0.20, -0.12, -0.16], [0.72, -0.38, 0.69], [0.03, 0.03, -0.02], [-0.01, 0.00, 0.00], [-0.02, 0.00, 0.01], [-0.01, -0.01, 0.03], [0.01, 0.01, 0.00], [0.01, -0.01, 0.01], [0.00, -0.03, 0.00], [0.08, 0.00, -0.01], [-0.03, 0.01, -0.04], [0.04, 0.01, 0.06], [0.01, 0.01, 0.01], [-0.03, 0.01, 0.02], [0.01, -0.03, 0.01], [0.07, -0.01, 0.01], [0.06, 0.01, -0.04], [0.01, -0.04, 0.05], [0.01, 0.01, -0.01], [-0.01, 0.01, -0.02], [-0.01, -0.02, -0.02], [0.05, 0.00, -0.04], [-0.18, -0.59, 0.20], [0.25, 0.62, -0.38], [-0.28, -0.10, 0.29], [0.26, -0.24, 0.22], [-0.01, 0.22, -0.16], [0.21, -0.04, 0.00], [-0.03, -0.07, 0.00], [0.03, -0.05, 0.00], [-0.03, 0.03, 0.00]],
  "charge": 3,
  "e_above_lowest_ev": 0.3909,
  "e_tot_ev": -51765.657,
  "homo_ev": [-17.262, -17.252],
  "homo_lumo_gap_ha": [0.1882, 0.1969],
  "fmax_ha_per_bohr": 0.026
}

***

{
  "formula": "C4H10O2",
  "method": "the ωB97M-V functional and the def2-TZVPD basis",
  "symbols": ["C", "C", "C", "O", "C", "O", "H", "H", "H", "H", "H", "H", "H", "H", "H", "H"],
  "coordinates": [[-1.5135, -0.7849, 0.1840], [-0.4415, 0.2394, -0.1747], [0.6268, -0.3351, -1.0829], [1.7842, 0.3109, -1.2352], [0.2021, 0.8965, 1.0506], [0.9649, 2.0216, 0.7194], [-1.9243, -1.2715, -0.7082], [-1.1074, -1.5640, 0.8418], [-2.3424, -0.3037, 0.7125], [-0.8775, 1.0481, -0.7804], [0.2259, -0.8843, -1.9545], [0.9450, -1.5113, -0.3462], [1.6679, -0.9248, -0.5722], [-0.5801, 1.2197, 1.7468], [0.7988, 0.1283, 1.5816], [1.5711, 1.7153, 0.0177]],
  "forces_ev_per_angstrom": [[-0.04, -0.03, 0.03], [0.01, 0.09, -0.04], [-0.24, -0.11, -0.01], [0.07, 0.12, -0.12], [-0.25, -0.27, 0.16], [0.19, 0.03, -0.10], [0.08, 0.07, 0.13], [-0.06, 0.11, -0.10], [0.14, -0.07, -0.08], [0.02, -0.08, 0.03], [0.04, 0.10, 0.10], [-0.03, 0.01, -0.01], [0.07, -0.14, 0.10], [0.08, -0.05, -0.11], [-0.03, 0.12, -0.07], [-0.05, 0.11, 0.07]],
  "charge": 0,
  "e_above_lowest_ev": 4.4533,
  "e_tot_ev": -8401.094,
  "homo_ev": -9.758,
  "homo_lumo_gap_ha": 0.3793,
  "fmax_ha_per_bohr": 0.008
}

***

{
  "formula": "C17H27F16NO6P",
  "method": "the ωB97M-V functional and the def2-TZVPD basis",
  "symbols": ["C", "C", "O", "C", "C", "C", "C", "C", "N", "P", "O", "O", "O", "H", "H", "H", "H", "H", "H", "H", "H", "H", "H", "H", "H", "H", "H", "H", "H", "H", "H", "H", "C", "C", "C", "F", "F", "F", "F", "O", "C", "C", "F", "F", "F", "F", "H", "H", "H", "H", "C", "C", "C", "F", "F", "F", "F", "O", "C", "C", "F", "F", "F", "F", "H", "H", "H", "H"],
  "coordinates": [[4.4718, 0.3391, 2.6255], [3.9907, 0.4099, 1.0564], [4.0128, 1.7540, 0.4595], [2.6194, 2.2325, 0.1786], [2.1460, 1.9804, -1.3761], [2.1759, 0.4325, -1.8784], [0.9601, -0.5323, -1.4223], [-0.3008, 0.1349, -0.6504], [-0.2153, -0.2763, 0.8258], [-1.4572, 0.5969, 1.7600], [-0.9364, 2.1127, 1.8992], [-3.0271, 0.6116, 0.9342], [-1.6560, -0.0687, 3.3592], [4.0119, 1.2022, 3.3029], [4.0526, -0.6914, 3.0559], [5.6486, 0.2716, 2.7201], [4.7549, -0.2472, 0.4198], [2.9340, -0.1195, 0.9075], [2.6871, 3.4184, 0.3060], [1.8450, 1.8793, 0.9893], [2.9372, 2.5683, -2.0514], [1.1243, 2.5494, -1.5453], [3.1944, -0.1044, -1.5706], [2.1906, 0.4476, -3.0718], [0.5549, -1.0871, -2.3985], [1.3847, -1.4104, -0.7357], [-0.4829, 1.2752, -0.8161], [-1.2842, -0.4108, -1.0532], [-0.2730, -1.3336, 0.9220], [0.7406, 0.0098, 1.1598], [-3.6979, 0.2005, 1.5859], [-1.9810, 0.6869, 3.9537], [4.7521, -5.9732, -0.8139], [4.7124, -4.7556, 0.1201], [3.5792, -3.7736, -0.1522], [3.6494, -3.2346, -1.3918], [3.6304, -2.7275, 0.7169], [5.9230, -4.1355, 0.0992], [4.5639, -5.2302, 1.3977], [5.6578, -5.8916, -1.9172], [5.1580, -5.2157, -3.0704], [5.9341, -3.9320, -3.3902], [5.8967, -3.0527, -2.3562], [5.3990, -3.2907, -4.4631], [3.8276, -5.0079, -2.9237], [5.2852, -6.0984, -4.0986], [5.1323, -6.8105, -0.2157], [3.7515, -6.2957, -1.1268], [2.6023, -4.2503, -0.0363], [6.9824, -4.1524, -3.6075], [-6.1370, 2.7209, 0.1906], [-6.5417, 3.8775, -0.7340], [-6.4023, 5.2669, -0.1236], [-7.1832, 5.4317, 0.9696], [-6.7903, 6.2230, -1.0113], [-7.8032, 3.6617, -1.1953], [-5.7306, 3.8162, -1.8376], [-7.2032, 2.0611, 0.8779], [-7.6250, 2.6815, 2.0919], [-9.0701, 3.1914, 2.0282], [-9.2390, 4.0963, 1.0298], [-9.4192, 3.8193, 3.1825], [-6.7371, 3.6465, 2.4314], [-7.5174, 1.7229, 3.0520], [-5.7113, 1.9425, -0.4547], [-5.3170, 2.9908, 0.8673], [-5.3665, 5.4776, 0.1552], [-9.7686, 2.3680, 1.8584]],
  "forces_ev_per_angstrom": [[-0.55, -0.70, 0.20], [1.11, -1.14, -0.19], [-3.06, -1.28, 0.48], [0.45, 1.78, -0.34], [1.07, 0.46, 0.05], [0.68, 0.05, -0.92], [0.04, -0.99, -0.39], [-1.41, -1.17, -2.88], [-0.14, -1.04, 0.35], [-2.00, 8.12, 3.65], [-1.78, -6.61, -1.12], [2.85, -1.89, 3.12], [-0.10, 1.33, -3.33], [1.13, -1.76, -1.65], [0.93, 2.16, -0.90], [-2.56, 0.46, -0.26], [-1.68, 1.33, 1.39], [1.94, 1.17, 0.39], [-0.24, -2.64, -0.24], [1.46, 0.39, -1.41], [-1.73, -1.36, 1.54], [1.92, -1.35, 0.32], [-2.20, 1.41, -0.57], [-0.11, 0.00, 2.67], [0.72, 1.28, 2.29], [-0.88, 1.80, -1.34], [0.72, -2.09, 0.88], [2.10, 1.29, 0.99], [0.11, 1.36, -0.32], [-0.79, 0.00, 0.13], [1.27, 0.68, -1.35], [0.75, -1.06, -1.22], [0.25, -1.14, 0.02], [1.26, -0.33, 0.05], [-0.38, 0.58, 0.06], [-0.21, 0.12, 0.62], [0.05, -0.07, 0.22], [-0.64, 0.06, -0.05], [-0.51, 0.23, -0.39], [-0.96, 1.52, -0.77], [-0.35, -2.01, 0.77], [0.52, 0.79, -0.23], [0.09, -0.43, -0.24], [-0.13, -0.51, 0.24], [0.44, 0.08, -0.68], [0.23, 0.84, 0.35], [0.11, 0.36, -0.04], [0.17, 0.35, 0.04], [0.09, -0.20, 0.01], [-0.12, -0.22, 0.03], [0.51, -0.98, -0.13], [-0.81, -0.64, -0.47], [-0.18, 1.32, -0.09], [0.31, 0.10, -0.52], [0.16, -0.50, -0.06], [0.46, 0.25, 0.29], [0.17, 0.25, 0.50], [-0.41, 1.43, 1.03], [1.65, -0.78, -0.58], [-1.03, 0.56, -0.13], [0.15, -0.63, 0.33], [0.52, -0.39, -0.16], [-0.62, -0.51, 0.45], [-0.46, 0.38, -0.32], [-0.33, 0.20, -0.06], [-0.33, 0.25, -0.11], [0.07, -0.18, -0.03], [0.22, -0.12, 0.03]],
  "charge": 1,
  "e_above_lowest_ev": 4.5245,
  "e_tot_ev": -84599.988,
  "homo_ev": -12.459,
  "homo_lumo_gap_ha": 0.2927,
  "fmax_ha_per_bohr": 0.177
}